(P)
ORCA calculation (ωB97M-V/def2-TZVPD) on the molecule C19H17BrF3N3O3.

Values from the calculation:
SMILES: O=C(c1ccc(Br)c(C(F)(F)F)c1)N1CCC2(CC1)CCN2C(=O)c1cnoc1
gap between HOMO and LUMO: 0.3567 Ha
LUMO energy: 0.240 eV

Geometry as ORCA input:
```
! wB97M-V def2-TZVPD RIJCOSX def2/J DEFGRID3
* xyz 0 1
O -0.56039 -3.41767 -0.35014
C 0.15190 -2.54375 0.11707
C 1.60541 -2.83404 0.36717
C 2.30664 -3.55870 -0.58501
C 3.62990 -3.90180 -0.36736
C 4.25223 -3.54447 0.81829
Br 6.05825 -4.05362 1.04030
C 3.55129 -2.84343 1.79739
C 4.18381 -2.45219 3.11065
F 3.31617 -1.79249 3.89664
F 4.60536 -3.51940 3.80626
F 5.24103 -1.64140 2.93536
C 2.23021 -2.49121 1.55799
N -0.32194 -1.31780 0.48529
C 0.47546 -0.09455 0.41345
C 0.29909 0.56156 -0.95711
C -1.15749 0.77321 -1.36152
C -1.99299 -0.47514 -1.09011
C -1.74868 -1.06749 0.29416
C -1.33686 1.33781 -2.79599
C -1.98646 2.60287 -2.19899
N -1.76184 2.04106 -0.86571
C -2.01558 2.53858 0.35690
O -1.75263 1.96780 1.40338
C -2.67484 3.88284 0.33748
C -4.06682 4.17942 0.31811
N -4.29247 5.45890 0.35624
O -3.05062 6.05728 0.40622
C -2.10990 5.10760 0.39685
H 1.80348 -3.86210 -1.49356
H 4.18470 -4.45610 -1.11089
H 1.67932 -1.95451 2.31782
H 0.13986 0.57535 1.20372
H 1.52575 -0.32028 0.57256
H 0.83053 1.51608 -0.99063
H 0.75130 -0.08889 -1.71432
H -3.05169 -0.24263 -1.22952
H -1.72127 -1.22633 -1.83827
H -2.27887 -2.00929 0.40242
H -2.06795 -0.37495 1.07163
H -0.39887 1.51884 -3.31688
H -1.99276 0.74084 -3.42566
H -1.45093 3.53521 -2.37787
H -3.03987 2.74582 -2.44231
H -4.90131 3.49652 0.28361
H -1.08867 5.44663 0.44487
*
```

Here are the natural (NBO) charges for atoms 1 to 6, given in e: O -0.61; C 0.67; C -0.15; C -0.14; C -0.24; C -0.04



(Q)
ORCA calculation (ωB97M-V/def2-TZVPD) on the molecule C19H17BrF3N3O3.

Values from the calculation:
SMILES: O=C(c1ccc(Br)c(C(F)(F)F)c1)N1CCC2(CC1)CCN2C(=O)c1cnoc1
gap between HOMO and LUMO: 0.3562 Ha
LUMO energy: 0.258 eV

Geometry as ORCA input:
```
! wB97M-V def2-TZVPD RIJCOSX def2/J DEFGRID3
* xyz 0 1
O 2.62586 2.09015 -0.91270
C 2.02895 1.53660 -0.00349
C 2.03327 2.15907 1.36505
C 1.87552 3.53325 1.46585
C 1.93594 4.15500 2.70118
C 2.18199 3.40725 3.84178
Br 2.25401 4.33090 5.48862
C 2.37337 2.03000 3.75246
C 2.66433 1.18096 4.96582
F 2.81854 -0.11242 4.63507
F 3.79038 1.55999 5.58942
F 1.66752 1.23428 5.86523
C 2.29245 1.41793 2.50932
N 1.39681 0.33575 -0.15005
C 0.19477 -0.02825 0.59830
C -1.04391 0.45448 -0.15583
C -1.10655 -0.03687 -1.59946
C 0.24013 0.13393 -2.30284
C 1.44477 -0.29333 -1.46820
C -2.29209 0.55216 -2.41032
C -2.88710 -0.86282 -2.53519
N -1.75358 -1.36899 -1.76037
C -1.32466 -2.61581 -1.48810
O -0.26512 -2.85184 -0.92173
C -2.18694 -3.73479 -1.94695
C -3.58964 -3.88946 -2.14682
N -3.90352 -5.10466 -2.48307
O -2.70754 -5.80287 -2.52120
C -1.71687 -4.98314 -2.18874
H 1.71704 4.11391 0.56670
H 1.80215 5.22394 2.78697
H 2.44801 0.35074 2.43324
H 0.17982 -1.11246 0.70674
H 0.21562 0.41804 1.58808
H -1.95321 0.15475 0.37108
H -1.02705 1.54994 -0.18213
H 0.22478 -0.40258 -3.25487
H 0.34635 1.19928 -2.53159
H 2.36518 0.01240 -1.95752
H 1.44568 -1.37033 -1.31901
H -2.90809 1.25151 -1.84874
H -1.99507 1.00538 -3.35341
H -3.85162 -0.98919 -2.04253
H -2.94304 -1.26581 -3.54756
H -4.38404 -3.16865 -2.04456
H -0.72359 -5.39732 -2.15393
*
```

Here are the natural (NBO) charges for atoms 1 to 6, given in e: O -0.61; C 0.67; C -0.15; C -0.14; C -0.24; C -0.04



Result of the stability comparison: (P) is the least stable of them.